{"formula": "C29H38BeN4O2P2", "method": "ωB97M-V with the def2-TZVPD basis set", "symbols": ["P", "P", "O", "O", "N", "N", "N", "N", "C", "C", "C", "C", "C", "C", "C", "C", "C", "C", "C", "C", "C", "C", "C", "C", "C", "C", "C", "C", "C", "C", "C", "C", "C", "C", "C", "C", "C", "Be", "H", "H", "H", "H", "H", "H", "H", "H", "H", "H", "H", "H", "H", "H", "H", "H", "H", "H", "H", "H", "H", "H", "H", "H", "H", "H", "H", "H", "H", "H", "H", "H", "H", "H", "H", "H", "H", "H"], "xyz": [[0.745090, -1.069111, -2.392778], [1.975822, 1.382905, -0.411672], [-4.365796, 3.169069, 0.004292], [-5.202920, 1.329590, 1.120947], [1.216486, -1.146403, -4.111680], [2.525820, 0.331604, 0.919084], [0.722389, -2.838077, -2.182068], [3.227696, 2.719260, -0.281516], [2.347377, -1.684214, -4.736381], [-1.835463, 1.489545, 4.036647], [-5.893085, 2.057517, 2.165802], [2.346768, -1.308220, -6.079328], [1.658315, -0.381355, 1.746004], [3.771187, -0.835322, 2.415512], [-4.507410, 1.956088, 0.225651], [1.263520, -5.050363, -2.275022], [-2.982318, 0.904613, 4.438451], [-2.478293, -1.414815, 2.266990], [-2.359827, -1.556927, 3.773962], [3.821209, -0.068514, 1.263447], [2.385413, -1.010845, 2.755367], [-0.453708, -3.582739, -2.008003], [4.977275, 4.151640, 0.000834], [1.157403, -0.529034, -6.295905], [4.512484, 2.856020, 0.253288], [1.768449, -3.755676, -2.334400], [-0.762950, 0.930206, 3.153124], [-1.969808, -0.447216, 1.465699], [3.981515, 4.805338, -0.797585], [-0.150355, -4.937885, -2.076021], [-1.477465, 0.931822, 1.776153], [2.950536, 3.893507, -1.006461], [-3.158993, -0.569546, 4.684459], [2.515728, -0.981011, -1.818621], [0.492827, -0.436859, -5.075151], [2.990464, 0.468161, -1.648770], [-4.613599, 0.711951, -1.483987], [-3.207969, 1.822419, -1.043629], [-2.170916, -0.596328, 0.394895], [-1.381170, -3.072232, -1.795938], [-2.365010, 1.612078, 1.836008], [5.027495, 2.053172, 0.749877], [2.056338, 3.961769, -1.604252], [-1.302993, -1.602149, 4.111910], [-5.043050, 1.380038, -2.272221], [2.802011, -3.425648, -2.372184], [-0.861236, -5.757730, -1.942015], [4.008194, 5.810655, -1.175872], [-2.905409, -0.814244, 5.735530], [-5.151055, 2.353188, 2.897912], [1.858627, -5.956408, -2.367975], [-5.482564, 0.439155, -0.818213], [0.818080, -0.103079, -7.228893], [-2.760037, -2.568856, 3.974272], [3.080138, -2.263837, -4.195890], [-6.609401, 1.301685, 2.612191], [-3.791873, 1.564871, 4.831034], [-6.474983, 2.868674, 1.739226], [3.123216, -1.539389, -6.798095], [3.230636, -1.468450, -2.495130], [-4.495257, -0.285522, -1.964166], [-0.474456, -0.102403, 3.405487], [2.559390, -1.544302, -0.876634], [-1.525118, 2.444568, 4.472733], [0.590074, -0.430306, 1.523436], [4.056356, 0.470334, -1.369938], [4.660288, 0.175131, 0.628138], [-3.073715, -2.191578, 1.709688], [0.153090, 1.529823, 3.187899], [5.907997, 4.556611, 0.352724], [-4.235751, -0.819853, 4.589495], [1.961628, -1.558999, 3.583546], [4.633083, -1.291525, 2.902959], [-0.401584, 0.091034, -4.788976], [-0.839760, 1.448445, 1.012605], [2.884883, 1.024480, -2.591913]], "forces_ev_per_angstrom": [[2.19, -2.72, -1.55], [3.33, -0.16, 0.97], [-0.49, -0.52, -0.03], [-0.63, 0.09, 0.53], [-0.43, 0.95, -0.52], [-0.33, -0.76, -0.14], [-0.77, -0.67, 0.50], [-0.62, 0.35, -0.80], [-0.37, 0.74, -0.89], [0.17, -0.06, 1.76], [-1.01, -1.24, 0.12], [-0.71, 0.02, 1.32], [0.25, 0.25, 0.94], [-0.24, 0.22, -0.68], [2.85, 0.98, 0.54], [0.06, 1.23, -0.07], [0.70, 0.76, 0.76], [0.27, 0.68, -1.02], [-0.29, -0.72, 0.47], [-0.25, -0.08, 0.66], [-0.18, 0.45, -1.56], [0.90, -0.58, -0.16], [-1.33, -1.24, -0.33], [-0.18, -0.17, 1.10], [-0.23, 1.17, -0.20], [-0.50, -0.53, 0.29], [-0.48, -0.31, 0.27], [-1.41, -0.45, -0.79], [-0.43, -1.20, 0.04], [-0.18, 0.76, 0.19], [0.88, 0.74, 0.01], [0.98, 0.12, 1.20], [-0.83, -0.78, -1.13], [0.16, 0.59, 0.51], [1.17, -0.50, -0.71], [-0.34, -0.28, -0.53], [-1.72, -1.19, -1.73], [-1.85, -0.33, 1.05], [-0.01, -0.03, 0.28], [0.00, -0.07, -0.17], [0.60, -0.59, -0.06], [-0.25, 0.19, 0.20], [-0.13, 0.14, 0.17], [-0.63, 0.06, -0.34], [0.19, -0.42, 0.39], [-0.44, -0.24, -0.14], [0.34, 0.44, -0.11], [0.04, 0.06, -0.11], [-0.03, 0.35, -0.43], [-0.09, 0.32, 0.10], [-0.24, 0.30, 0.08], [0.88, 0.47, -0.59], [0.07, 0.01, 0.11], [0.21, 0.42, 0.23], [-0.23, 0.04, -0.22], [0.94, 0.93, -0.46], [0.89, -0.58, 0.19], [0.19, 0.25, 0.11], [-0.22, -0.07, 0.11], [-0.61, 0.14, 0.16], [0.78, 0.62, -0.05], [-0.02, 0.66, -0.14], [0.03, 0.34, 0.01], [-0.98, 0.44, -0.78], [0.55, 0.32, 0.25], [-0.47, 0.25, -0.06], [-0.12, 0.04, 0.34], [0.91, 0.61, 0.82], [-0.35, 0.00, -0.10], [0.11, 0.01, -0.03], [0.44, 0.04, 0.00], [0.09, -0.10, -0.16], [-0.35, 0.27, -0.14], [-0.08, -0.05, -0.07], [-0.32, -1.03, 0.18], [0.16, -0.16, 0.03]], "relative_energy_kcal_mol": 198.04, "multiplicity": 1, "gap_ev": [6.68, 5.86]}